ORCA calculation (wB97M-V/def2-TZVPD) on the molecule C9H12BrClSi in a non-equilibrium geometry.

Structure (XYZ):
```
24
Properties=species:S:1:pos:R:3:forces:R:3
C -1.799056 -0.542792 0.955586 -1.9143 -1.1992 1.7463
C -1.527132 0.087432 -1.180325 0.0809 1.8188 -4.6640
C -0.471536 -0.720126 1.116876 1.8467 0.7910 0.6707
C -0.113469 -0.000107 -1.114548 -0.7237 0.3131 0.1753
C -2.423962 -0.078677 -0.186941 -1.7777 -1.3936 0.6107
C 0.456823 -0.299702 0.140395 0.6473 -0.8364 -1.1022
C -3.994425 -0.134050 -0.355910 0.5509 1.0907 -2.3976
C 2.163242 1.116453 1.326911 -0.7470 1.1026 -0.8958
C 1.986377 -0.214776 0.423636 -0.2853 1.8892 2.0624
Si 3.276273 -0.248854 -0.992909 -0.4691 0.6404 -0.8249
Cl 2.516755 -1.388753 1.703284 0.0846 -1.0993 -0.5495
Br 3.318258 2.026021 -1.936218 0.1710 -2.1466 0.9270
H -2.344717 -0.968941 1.816750 -0.3422 0.6174 -0.6150
H -1.948752 0.420382 -2.235011 0.8763 -0.8478 2.1075
H -0.221697 -1.100921 2.114991 0.6234 0.1586 -0.6745
H 0.362907 0.197684 -2.110977 0.1930 -0.1614 1.5129
H -4.291030 -0.581679 -1.425386 0.8386 0.8672 2.3639
H -4.458983 -0.763519 0.413200 0.1578 0.4374 -0.1544
H -4.419265 0.942346 -0.383324 0.5320 -1.8014 0.3657
H 3.195283 1.414128 1.647281 -0.6244 -0.5959 -0.7846
H 1.613048 0.992789 2.286784 0.0975 -0.1031 -0.8537
H 1.688360 1.968605 0.746844 0.6768 -0.7975 0.7793
H 2.899251 -1.144155 -2.090473 -0.5674 0.2496 -0.3091
H 4.537450 -0.978787 -0.680515 0.0739 1.0063 0.5036
```
Forces are in eV/Å.

## Properties
E_LUMO (eV): 0.07
Calculated total energy (eV): -99969.613
SMILES: Cc1ccc([C@@](C)(Cl)[SiH2]Br)cc1
Kohn-Sham gap (eV): 9.384
Highest occupied orbital energy (eV): -9.319